{"formula": "C3H8NS", "method": "ωB97M-V/def2-TZVPD", "species": ["N", "H", "H", "H", "C", "H", "S", "H", "H", "C", "H", "C", "H"], "coordinates": [[-0.0669, 1.4767, 0.0191], [-2.0845, -0.3911, 0.3790], [-0.9828, -2.0376, 0.4720], [1.4907, -1.5940, -1.0334], [-0.1032, -0.2925, -0.5672], [-0.5362, 2.2528, -0.4194], [2.6533, 0.0081, 0.1524], [-0.7420, -0.6795, 1.5823], [-0.4753, -0.2171, -1.6860], [-1.0617, -0.8868, 0.5000], [-0.4196, 1.5750, 1.0115], [1.3772, -0.6774, -0.5095], [0.9511, 1.4633, 0.0992]], "total_energy_ha": -571.71745, "charge": 1, "gap_ev": 8.801, "lumo_energy_ev": -5.08}